17
Properties=species:S:1:pos:R:3:forces:R:3:mulliken_charge:R:1 method="wB97M-V/def2-TZVPD" smiles="C#CC/C(C)=[NH+]/C" orbital_gap_ev=9.8 energy_ev=-7864.79892 homo_ev=-14.2 relative_energy_kj_mol=149.5 spin_multiplicity=1 total_charge=+1 e_lumo_ev=-4.329
C -0.5465 -1.8615 -2.9722 0.8 2.4 0.4 0.309
C -0.0849 -0.8260 -2.5262 -0.1 -1.3 0.3 -0.651
C 0.5108 0.2711 -1.7232 1.7 -2.0 0.6 -0.794
C 0.1242 0.2141 -0.2807 -0.4 0.6 1.1 0.915
C -1.2176 0.7825 0.0649 -0.8 -2.3 -1.4 -1.323
N 0.9691 -0.0989 0.6607 0.4 0.2 0.6 -0.239
C 0.8091 -0.1136 2.2198 1.6 -1.3 -2.0 -0.758
H -0.9772 -2.6280 -3.5636 -0.1 -0.4 0.0 0.450
H 1.6050 0.4368 -1.7585 -0.1 -1.1 -0.4 0.401
H 0.2460 1.2084 -2.0450 -1.5 2.3 -1.0 0.324
H -2.0994 0.3276 -0.5723 2.0 1.1 1.1 0.344
H -1.1203 1.8390 -0.0140 -0.2 1.0 -0.5 0.361
H -1.3616 0.5701 1.0820 -0.9 -0.2 1.3 0.414
H 1.9036 -0.3901 0.3591 -0.4 0.1 0.0 0.298
H -0.0916 0.3321 2.4191 -2.2 0.8 0.6 0.307
H 0.7991 -1.1898 2.4623 0.1 0.7 0.2 0.335
H 1.5675 0.4684 2.7814 0.0 -0.5 -1.0 0.308